C96H205N11O12 | wB97M-V/def2-TZVPD

```
324
Properties=species:S:1:pos:R:3:forces:R:3
O -1.11448 -2.84646 -7.69354 -0.5037 -0.8628 -0.6158
O -7.32072 7.79444 1.19355 0.1337 -0.9297 0.3631
O 3.89752 -5.93155 -1.76015 1.1039 1.0668 -0.6340
O -6.13848 0.78919 7.17410 0.1265 0.8726 0.0149
O -4.27049 2.32119 -3.39847 -0.6679 0.4105 0.6478
O -0.23489 -2.98356 7.15281 0.3953 0.4750 -0.0677
O -4.28118 6.13367 -1.31689 0.4908 0.4284 0.6825
O 6.98260 2.24132 2.69890 0.0197 0.1719 0.3418
O 5.18608 2.89887 -5.70535 0.2409 -0.1139 0.3830
O 1.10662 -7.67520 -0.95603 -0.5117 0.3060 0.4551
O -2.45638 1.70459 -1.10169 -0.5432 0.5115 0.0749
O -2.68642 5.94697 3.14928 0.0164 0.4971 0.2535
N 5.48039 1.86497 -4.73031 -0.9187 0.2731 -0.0532
N 0.30019 -2.99162 5.81564 -0.6166 0.9094 0.2479
N 4.52030 -5.01650 -0.78798 0.0397 -1.3555 -0.7234
N -2.14912 4.82762 3.86069 0.8754 -0.3622 -1.2490
N -1.34318 0.97089 -0.62600 -0.6800 -0.9836 0.6983
N -5.03414 5.83765 1.32901 0.2596 0.1564 0.6138
N -0.16542 -7.39362 -0.27020 0.4157 -0.9858 -0.1913
N 5.82999 2.04161 1.91602 -1.2424 -0.8547 0.2958
N -6.13630 1.34103 5.82366 0.5131 -0.4402 1.7869
N 0.19480 -3.24826 -7.33661 -0.5339 0.6340 0.8647
N -3.67649 2.10579 -4.66922 -0.4719 -0.1053 0.8098
C -5.90357 6.30279 2.38559 -0.1963 0.2563 1.6175
C -4.15998 -0.26459 -4.64652 -0.0451 0.3640 0.3464
C -2.77143 5.69629 6.04783 -0.3951 0.5953 -0.2033
C -0.75104 0.52741 -3.04708 0.4576 0.2814 -0.9054
C 0.19660 -5.39979 5.80591 0.9205 0.8716 -0.4190
C -7.81023 9.05836 0.88626 0.4263 0.5878 -0.3315
C 4.81308 4.07453 3.07823 0.0301 0.0077 -0.4128
C 7.81848 1.81961 -5.38521 0.1843 -0.4097 0.9614
C 4.69693 0.87031 3.92647 0.2993 -0.0505 0.0245
C 0.74997 -1.62600 5.42231 -0.8740 -0.6121 0.3533
C -0.41126 -3.06588 -4.80518 0.8978 -0.4182 0.5921
C -3.84223 2.21702 -7.54565 -0.9415 -0.5085 0.4402
C -2.03357 3.49305 1.80471 -0.0928 0.5723 0.0050
C -0.21980 -9.53434 0.86550 0.1358 0.6588 0.1916
C -7.46891 1.76965 5.49128 -2.1170 0.6508 -0.6903
C -5.94913 -1.08847 5.04581 -0.1152 0.5816 -0.0858
C 4.33087 1.80645 -3.77398 0.1243 0.1504 -0.1913
C -8.67587 0.74888 5.60650 0.6929 1.1427 -0.1572
C 1.63200 -4.30765 -5.66140 -1.1171 -0.4100 0.3378
C 0.15377 2.50898 -1.76680 -0.5300 -1.7011 0.8882
C 2.60458 -3.17960 -5.77706 0.3996 1.5527 -0.7751
C -5.21593 6.92046 -1.97346 -0.7964 -0.2648 -1.5649
C -0.12729 -8.01502 1.08335 0.1967 -0.2279 -0.6389
C 1.10803 -7.67753 1.90296 0.7074 -0.0787 -0.3331
C -3.01237 3.11911 -6.71346 0.8495 0.5557 0.2917
C -3.97426 0.93622 -6.73337 1.2694 0.0956 -0.6498
C 1.32825 -1.76882 4.01762 -1.3343 1.9193 -0.1918
C -0.69418 6.63260 5.01960 -1.0867 -1.6647 -0.0576
C -3.90663 0.30527 5.49698 -0.9071 -1.2177 0.3037
C 5.90711 4.14810 0.82850 -0.1192 0.4995 -0.5741
C 6.00171 0.90844 -2.09858 -0.2772 1.1687 0.6069
C 7.17058 3.43675 -3.61617 -0.4739 -0.2395 -0.1441
C 2.95937 1.96943 1.68033 -0.2495 -1.2063 0.5871
C 4.66138 0.69305 -2.77651 -0.2064 0.3547 0.7583
C 6.13573 -4.43769 -2.75768 -0.7067 -0.7630 -0.2233
C 0.22107 3.52041 4.90140 0.4358 -0.5051 -0.1368
C 5.41575 -5.85980 0.00593 0.5280 -0.5201 -0.1724
C -0.61943 -1.21511 0.21626 -0.2292 1.0860 1.2157
C 1.65582 -4.14969 4.23131 0.1774 0.0795 0.9080
C -6.72632 1.35642 3.12206 -0.2788 0.6402 -0.4604
C 5.06205 0.85969 2.44585 1.6169 0.0804 -1.0989
C 6.42292 -6.75393 -0.79468 -0.8793 -0.2369 0.9435
C -4.72502 4.91077 -0.82024 -0.4643 -1.1927 0.4596
C -2.61001 -0.14542 1.15972 -0.4736 0.0384 -0.4443
C 2.37101 -4.22545 6.66745 -0.4585 -0.3015 0.0609
C 2.49033 -2.51834 -7.15952 -0.2590 0.4550 -0.8218
C -0.43833 -5.96999 -0.35896 1.0101 0.5068 -0.0208
C 0.67986 -0.77787 -6.75000 -0.0568 -0.7563 0.3012
C -0.44677 3.08983 3.62046 -0.2937 -0.7523 -0.3318
C -1.64480 -6.19199 1.87211 -0.6830 0.7413 1.1089
C -0.10702 5.07796 2.20844 0.1483 -0.5262 -0.5509
C -0.70138 -5.62035 -1.85218 0.1111 0.7514 1.0045
C 0.14971 -3.88535 -5.96847 0.9992 0.4093 -1.6411
C 6.98508 -3.84653 0.27521 -0.3395 -0.4688 -0.0339
C -5.39711 0.38196 5.06065 0.4884 -0.4468 -2.0891
C -1.39781 -7.63742 1.83385 0.7997 -1.6081 0.1876
C -1.61854 5.32280 5.13258 1.3582 0.9138 -0.0300
C 5.99428 -0.36398 2.21891 -0.1973 0.9298 -0.0641
C 1.79989 -0.93255 6.31656 -0.7232 0.1231 0.5583
C -6.50601 7.70739 2.37689 0.2257 -0.0064 -1.7919
C 0.53860 -1.30528 -0.77770 -1.1101 1.2467 0.6626
C 3.71674 3.10887 1.09112 -0.0555 0.3785 0.0413
C -7.88139 2.97144 6.37776 0.9788 0.1694 -1.3802
C 3.83334 0.72309 1.54890 0.0271 -0.6970 0.1126
C -4.47155 1.07956 -5.31923 -0.6446 -0.5921 0.1940
C -0.34054 0.99912 -1.65101 0.9467 0.3910 -0.4995
C 0.91025 0.12217 -1.18456 -0.7024 0.9287 -0.6323
C -6.02397 1.26250 -5.31710 0.9217 -0.7312 -0.4090
C -2.64360 -1.25892 -1.12913 -0.2246 0.5114 -0.4048
C -5.35694 0.96384 3.61152 0.2323 -1.1461 0.4598
C 4.08541 -3.09342 -2.16720 1.0132 -0.2893 0.0490
C 1.16548 -4.13106 5.68545 0.3575 -1.1388 -0.1731
C 5.23471 -4.00030 -1.58458 -1.5448 0.5695 -0.5536
C 6.02392 -3.10381 -0.65638 0.7657 0.1689 0.3834
C -0.68852 -5.13136 -6.13336 0.7098 -0.6422 0.5537
C 4.53070 -6.77961 0.89510 1.0607 0.8434 -0.1850
C -0.78781 4.16086 5.80645 -1.9773 1.4077 -0.4385
C 2.30919 -2.85313 3.83983 0.6306 -0.4992 -0.3899
C 1.01809 -1.73928 -9.03740 -0.4157 0.0213 0.4643
C -0.51978 -0.72723 5.29532 0.4176 -0.7434 -0.0471
C -1.72049 -5.68030 0.46304 0.7863 -0.0609 -0.8426
C 6.15551 -4.90621 0.96391 -1.4086 -0.9093 -0.0185
C -5.68234 4.98915 0.38289 0.1539 0.3075 -1.1239
C -1.85296 -0.33656 -0.14747 0.8438 -0.6300 -0.8164
C -4.81359 4.34246 -5.48453 0.6501 0.1479 0.1506
C -1.16068 4.19481 2.89490 -1.1414 0.1475 0.3043
C 1.03790 -2.06922 -7.54285 1.2427 -0.1751 0.4216
C 5.06471 3.30660 1.76079 1.4732 0.1565 0.4662
C -7.39067 2.37914 4.04128 0.5691 -0.7469 1.0776
C 3.10921 1.31864 -4.55758 0.8254 0.3451 0.2805
C 0.70586 -5.03936 0.16087 0.0447 0.4010 0.0646
C 7.11573 1.05524 -3.09174 0.0533 -1.0774 -1.4962
C -2.46308 4.16134 -4.60260 -0.5975 0.4199 0.4173
C 3.97695 3.11815 -2.99986 0.3804 -0.4490 -0.1597
C -3.58403 3.39850 -5.32724 0.6779 0.3881 -0.1655
C 6.84526 2.06571 -4.22726 0.2832 -0.4227 0.3035
H -0.84663 -3.80846 -4.13449 -0.2253 0.2920 0.1739
H -2.82981 2.85212 2.19694 0.4199 -0.0918 0.3223
H -0.29237 -5.76985 -6.93479 -0.2026 0.1990 0.1936
H 8.22070 3.70173 -3.76708 -0.1558 -0.0342 -0.0856
H 7.14102 -6.30853 -1.46800 -0.0012 0.3835 0.1480
H -6.41247 0.31535 -5.74045 -0.1212 0.6045 0.1946
H 1.38086 -0.02401 -7.06735 0.3991 0.3586 0.1193
H -6.82209 -1.21895 4.39573 -0.1119 0.2642 0.3764
H 2.80215 -1.15535 5.93835 -0.0279 0.2110 0.3964
H -0.79356 -4.98316 5.59539 -0.0327 -0.5046 -0.0020
H -2.38962 6.35894 6.82469 -0.0637 -0.2685 0.3143
H -2.05203 0.48394 1.87236 -0.1139 -0.4739 -0.1986
H 4.41745 5.04487 2.75964 0.0552 -0.0404 0.4478
H -1.24436 -8.15765 2.79387 -0.4699 0.5434 0.0530
H -9.59026 1.33900 5.81827 0.5266 -0.4045 0.2079
H 1.42899 0.67267 -0.38666 -0.1581 -0.2942 -0.0681
H 3.94094 4.01765 -3.61737 0.3198 -0.1743 -0.1097
H 2.03975 -3.94555 7.67731 0.1111 -0.2854 -0.2302
H -0.26778 0.03502 4.55180 -0.1791 0.3149 0.3073
H -3.21089 -1.98618 -0.55013 0.0576 -0.0848 0.1808
H 3.85822 0.68067 -2.00406 0.3689 -0.0572 -0.4384
H 6.49818 -2.38811 -1.34661 0.0582 0.1084 0.6195
H 5.47426 5.14395 0.77526 0.0261 0.2946 -0.0346
H 1.07436 4.14439 4.65426 0.1397 0.4268 0.2460
H -1.24257 2.38886 3.89238 0.2584 -0.4979 -0.1250
H 4.05309 3.53087 3.61198 -0.4152 0.2302 0.4651
H -3.42535 1.24726 5.75366 -0.1880 0.1909 -0.2070
H 7.00573 3.35698 -2.54242 -0.1831 0.5916 0.0158
H 8.05681 1.38863 -2.68909 0.3365 -0.0058 0.6397
H -6.96104 9.75686 0.71133 -0.5071 -0.0092 0.4177
H 0.09336 0.82157 -3.68184 -0.0742 -0.1062 -0.1705
H -3.38449 -0.19931 4.65810 -0.0311 0.3635 0.6205
H 2.32945 -2.41069 -5.05573 0.2114 0.0798 0.3681
H -8.39695 2.60566 3.68851 -0.0311 0.1162 0.1228
H 6.26434 -0.37686 1.16031 -0.0684 -0.2896 0.0658
H -6.75891 5.62939 2.45060 -0.0638 -0.1629 -0.1631
H 0.47005 -1.85525 3.32474 0.3460 -0.2845 0.0888
H 5.88093 -5.42054 -3.15455 -0.2383 -0.0126 0.1507
H 2.60760 -2.90079 2.80019 0.2235 -0.0174 -0.3824
H 2.82367 2.12947 2.75571 -0.3543 0.0525 -0.1145
H -8.69628 3.41661 5.80351 -0.1270 0.2733 0.4370
H -2.86221 4.09505 -7.18121 0.3031 -0.0903 -0.1143
H 0.49249 2.70975 -0.73748 0.2498 0.4574 -0.4637
H -6.45651 1.42952 -4.34198 0.0916 -0.0130 0.3126
H -1.51495 3.63177 -4.64026 -0.0141 -0.2548 0.1603
H 1.69356 -1.19234 7.38919 0.1516 -0.1334 -0.6270
H -8.51575 9.41251 1.64557 0.1997 0.2670 0.0475
H -6.81885 3.31631 4.18491 -0.0983 -0.3751 -0.6087
H 0.46610 -6.11274 5.01188 -0.1735 0.1102 0.2783
H 5.56961 0.66426 4.55740 -0.0656 0.0198 -0.1195
H 6.94470 4.23856 1.14148 -0.0070 -0.1207 0.0236
H -8.34004 9.00275 -0.06430 -0.0910 -0.1872 0.0272
H -5.75430 8.50529 2.28663 0.1237 -0.1604 0.3129
H -0.40081 4.63949 6.69836 0.3865 -0.3063 0.3070
H 3.49912 -2.65411 -1.35271 0.1098 -0.0120 -0.1948
H 7.20035 -4.47845 -2.55010 0.0920 0.3583 0.1445
H -7.10004 7.85831 3.27647 -0.0964 0.0410 0.1712
H 7.41996 -3.30135 1.10802 0.0776 0.8789 -0.3504
H -0.93905 -3.64172 7.12490 -0.0721 0.1687 -0.1016
H 4.24164 1.78992 4.29299 -0.2318 -0.3375 -0.0157
H 7.99349 2.76853 -5.84491 0.1064 0.3536 -0.8809
H -2.52871 -6.17378 -0.09539 -0.1593 0.3212 0.3339
H -5.42050 1.30616 7.57666 -0.4457 -0.2654 0.0535
H 3.26399 -3.62605 6.43876 -0.4773 0.0542 -0.2605
H 0.24735 2.66396 2.85695 -0.3471 -0.1604 0.8276
H 0.78639 -4.26265 3.60643 -0.4202 -0.3578 -0.4179
H 0.21982 6.33846 4.52134 0.2866 0.3423 -0.1965
H 0.65810 -9.90794 0.33773 -0.0617 -0.1497 0.1110
H 4.14198 0.52534 0.50647 0.0440 0.3923 0.2562
H 5.34101 -2.61993 0.01519 -0.5602 0.7457 0.1010
H -0.61086 3.25728 -2.05984 0.4380 -0.6931 -0.0821
H -1.35124 2.92990 1.17992 0.1044 -0.5022 -0.1046
H 2.98932 3.04307 -2.54811 -0.0895 -0.2559 0.0168
H 0.43408 -4.04030 -0.21670 0.3989 -0.1807 0.1638
H -4.41722 -0.22928 -3.58938 0.0598 0.0342 0.0830
H 1.61341 -4.66630 -4.62504 0.1522 -0.2867 -0.1286
H -2.21000 -8.13124 1.33013 -0.5980 -0.2869 -0.1909
H -0.31795 -9.99843 1.85490 0.0794 -0.1964 -0.3492
H 3.34602 0.33023 -4.96704 -0.4139 0.1992 -0.0977
H 4.87952 2.42861 -6.49245 0.2097 -0.1082 0.2757
H 5.86711 -7.50638 -1.33963 -0.1380 -0.0790 -0.2882
H -4.82240 2.64703 -7.68498 -0.4692 0.2345 -0.2691
H -5.88046 3.98845 0.75007 0.2476 -0.3667 0.2524
H -5.64239 4.28093 -4.77935 0.3883 -0.1423 0.3033
H -1.41567 -2.18725 -7.06694 -0.0484 0.4223 0.4683
H -0.29733 -0.34127 -6.93283 -0.3615 -0.2191 -0.3312
H -1.10803 -4.60032 -1.82209 -0.1506 -0.1717 -0.3253
H -0.10196 4.74744 1.16829 0.2861 0.0950 -0.1351
H 0.43642 -2.63242 -4.26635 -0.2674 0.2931 0.1036
H 2.29630 -5.02200 4.16488 0.2385 -0.1338 -0.4159
H 0.82458 -4.94486 1.25722 -0.5112 -0.1936 -0.4381
H 6.70232 -5.57208 1.64356 0.0815 0.5097 0.1200
H 1.98798 -7.66672 1.25593 -0.1274 -0.1784 0.0903
H 7.80795 -4.25531 -0.29212 0.3403 -0.4128 -0.1090
H -2.36098 2.55526 -0.65198 -0.2041 -0.0751 -0.0096
H 6.94376 -7.29291 -0.01000 0.4629 -0.1572 0.0109
H 3.17162 -6.37423 -1.33868 -0.7784 -0.0392 0.7417
H 1.27026 -8.44015 2.66384 -0.0310 0.0112 0.1160
H -1.12366 -9.68690 0.27921 0.0521 -0.3965 -0.0633
H -0.82160 -0.54159 -3.16630 -0.0905 -0.5254 0.2478
H -5.22694 4.29434 -1.56572 0.1612 0.0089 -0.5483
H 7.33032 0.07620 -3.54427 -0.1360 -0.0038 -0.0220
H -3.42159 2.06335 -8.53209 0.1547 -0.2393 -0.1401
H 6.69175 2.32686 3.62783 0.0969 0.0748 -0.3006
H 5.20692 -7.41746 1.47079 -0.2310 0.1288 0.2765
H 0.73772 -0.92971 -5.66775 0.2699 0.1578 -0.1584
H 1.19536 -2.62376 -9.63191 0.2391 -0.3126 -0.0834
H -0.55801 -5.63338 -5.16313 -0.3613 -0.3855 -0.3351
H -8.90348 0.24180 4.67504 0.3226 -0.4904 -0.0296
H -8.41525 0.09272 6.42659 -0.4406 -0.4178 0.0659
H 3.66660 -3.42458 -5.60198 -0.5309 -0.2679 0.1222
H -0.47282 6.92080 6.04979 0.0530 0.2662 -0.2425
H 6.51680 4.15034 -4.10065 0.0725 0.5756 0.2000
H -5.23763 4.26232 -6.47241 -0.2547 -0.1750 -0.3711
H -8.18141 2.79066 7.39077 -0.0794 -0.4189 0.4500
H 3.86067 -7.43536 0.36713 -0.2144 -0.1297 -0.4567
H 1.09634 -6.70472 2.37690 -0.2664 0.1934 0.2100
H -1.24692 7.39887 4.46427 0.3698 -0.0518 0.2285
H 3.12483 -1.61299 -7.32349 -0.1736 -0.6999 0.5159
H 5.83497 3.73955 -0.18893 0.3522 -0.0142 0.2628
H 2.80022 -3.24092 -7.92914 -0.0480 0.0724 0.1351
H 0.18872 -5.57669 -2.47913 0.1975 -0.2004 0.2290
H -0.78469 -0.29882 6.26461 -0.0802 0.1028 -0.2062
H -3.54283 6.29512 5.53523 0.3249 -0.3606 -0.0709
H 4.56965 -2.33193 -2.78551 -0.1981 0.2295 0.2888
H 3.23195 4.07426 1.25532 -0.3833 -0.1034 -0.3731
H 1.88749 -5.13284 -6.32970 0.0416 -0.0151 0.0578
H 5.27935 -4.43272 1.49344 1.1437 -0.0793 0.0197
H 1.77989 -0.98856 -9.24916 -0.1562 0.1028 -0.1429
H 5.90329 -3.74746 -3.55783 0.4943 0.2400 -0.3161
H 0.22705 -5.93290 6.75349 -0.0246 0.2064 0.1656
H -2.05218 2.61498 -6.50766 -0.0114 0.3939 -0.4183
H -4.33659 5.33191 -5.45176 -0.6702 0.0082 0.1467
H 1.54760 0.14961 -2.07200 0.3096 -0.2216 0.1973
H -1.06414 -2.19614 0.45466 0.5489 0.2127 0.2063
H -1.37903 -1.29576 4.89288 0.5021 0.1140 0.2847
H -6.15081 -1.47779 6.05177 -0.0470 0.2631 -0.2579
H -2.93945 0.56285 -6.65253 -0.2395 -0.2699 -0.0945
H -4.95365 0.15512 2.97245 -0.0005 0.4520 0.1649
H 0.01077 -1.40617 -9.28819 0.2023 0.3289 -0.1920
H -4.57439 0.18782 -7.20117 -0.3639 -0.5923 -0.5762
H -6.28967 2.07692 -5.96448 -0.3321 0.3881 -0.3392
H -5.20741 -1.72882 4.58987 0.4724 -0.1740 -0.0286
H -7.37167 0.46711 3.07812 0.1476 0.1464 -0.0396
H -4.65467 7.65780 -2.54015 -0.0197 0.2325 0.0894
H -2.32216 5.11249 -5.11131 0.1176 0.1609 0.0130
H -3.71354 1.97364 -2.68419 0.5339 -0.1123 -0.4788
H 4.67885 3.23557 -2.17186 -0.0183 0.3659 -0.1958
H 1.57833 0.15113 6.27594 0.5086 -0.3728 -0.1683
H -4.57896 6.53772 0.76223 0.0007 0.7040 0.4047
H -3.09934 -0.53746 -4.75636 -0.3397 0.0575 0.0342
H -0.90310 -5.71453 2.51112 0.3325 0.3729 -0.3214
H -6.67195 1.74259 2.09577 0.0070 -0.0495 0.1019
H 6.91706 -0.25537 2.79652 -0.1959 -0.0674 -0.0420
H -5.41540 6.18607 3.37173 0.1003 0.1151 -0.3386
H -1.13633 -2.28829 -4.99701 -0.2796 0.1102 -0.3249
H -5.74288 6.29272 -2.71591 0.0099 0.1750 0.0640
H -3.37786 -0.80040 -1.80081 0.2600 0.3362 0.2505
H 3.20770 -2.64921 4.40947 0.3224 -0.0865 0.2321
H -3.16818 5.58352 2.38714 -0.4125 -0.1139 0.3224
H -1.73441 -4.91863 -6.29786 -0.2355 0.0832 -0.0632
H 2.31399 1.30763 -3.83659 -0.6260 -0.5512 0.2338
H 0.91314 -8.35661 -1.61771 -0.3153 0.2964 0.2975
H -2.57887 -5.97972 2.40488 -0.0939 -0.0423 -0.1781
H 4.03921 0.00682 4.00587 -0.3007 0.1266 0.5685
H -3.78770 4.41695 -0.51867 -0.4576 -0.0825 0.0099
H 0.92154 4.93729 2.57722 -0.4165 0.0433 0.1521
H -1.82697 -4.60122 0.47050 -0.3753 0.2193 -0.2345
H -1.60018 3.47155 6.09900 0.6807 -0.2819 0.0360
H -3.89685 -0.36215 6.37784 0.4742 0.2691 -0.2956
H -7.02535 3.65521 6.33814 -0.2237 0.1576 0.3385
H -2.74192 -1.17954 1.47612 -0.1028 0.1291 0.8105
H 1.97178 1.78500 1.25205 0.0128 0.3144 -0.0882
H 3.83637 2.94667 0.02472 0.0749 0.0333 -0.2450
H 5.66457 4.23245 3.75377 -0.0480 -0.0727 -0.4497
H -2.75763 4.38099 -3.56557 0.2057 -0.0967 -0.2168
H 0.96609 2.42034 -2.47902 0.2138 0.7456 0.0040
H 3.96636 -6.08786 1.52446 -0.1382 -0.4072 0.2413
H 0.62684 2.63644 5.39388 0.1556 -0.0937 0.0556
H 0.26920 -1.88676 -1.63207 -0.1950 -0.4808 -0.7586
H 6.18461 0.13808 -1.36846 0.2449 -0.5101 0.1938
H -3.24198 4.81939 6.47951 -0.1418 -0.1218 0.1217
H -4.62848 1.78136 3.64860 -0.2653 0.1563 -0.3053
H 1.72782 -0.75571 3.83270 0.2043 -0.3549 -0.3035
H 8.76298 1.49640 -4.93823 0.1009 0.0882 -0.0943
H -2.57217 4.15771 1.12016 0.2970 0.4399 0.2031
H -4.80683 -1.01012 -5.08907 0.0811 -0.4226 -0.1911
H -1.62426 0.96036 -3.55133 -0.0166 0.2017 0.6552
H -1.94715 -1.82430 -1.75774 -0.1383 0.0942 0.0226
H 2.69019 -5.27609 6.64182 0.0345 0.2088 0.3054
H 4.64396 -0.27552 -3.27129 0.0180 -0.0556 -0.1962
H 2.80390 2.03459 -5.30371 0.0127 0.1073 -0.5226
H -0.25281 -0.70071 1.14868 0.0918 -0.8879 -0.5331
H -6.66915 5.39091 0.11417 0.0530 0.0381 -0.3560
H 1.30941 -1.83693 -0.25578 0.8406 -0.1148 0.0377
H -5.99957 7.41073 -1.38962 0.2671 -0.0719 0.5624
H 5.96082 1.83224 -1.49368 -0.1004 -0.2835 -0.0770
H -3.61660 0.27728 1.03937 0.2765 0.0380 -0.1791
H -0.32669 6.12011 2.17334 -0.3383 0.7709 0.2068
H 3.36182 -0.22610 1.85222 -0.3480 0.3856 0.0435
H 7.51097 1.03269 -6.07123 -0.2356 0.1733 -0.0783
H -1.41348 -6.30267 -2.29299 -0.2873 -0.1655 -0.0660
H 1.72361 -5.28541 -0.18023 -0.5018 -0.0060 -0.3158
H 5.46783 -1.26052 2.52684 0.0040 -0.3591 -0.0881
H 3.43905 -3.64091 -2.83989 -0.2143 -0.3590 -0.0130
```
Positions in Å, forces in eV/Å.

- molecular weight (g mol⁻¹) = 1705.8
- ΔE to the lowest compared entry with this formula, charge and spin (kcal per mole) = 0.0
- E_tot (eV) = -143825.7945
- total charge = 0